Density functional theory data (the ωB97M-V functional and the def2-TZVPD basis) for C29H30BrN2O4ReS3 as an isolated structure.

```
70
Properties=species:S:1:pos:R:3:forces:R:3
H 3.313553 -0.763101 -4.699603 -0.01 0.00 0.03
O -1.725132 1.602772 -1.592232 0.22 -0.38 0.39
C -0.786800 2.338146 0.974740 0.29 0.01 0.12
H -0.273566 -2.410504 0.955980 -0.05 -0.10 0.01
C 1.362220 -2.539941 2.355403 -0.10 0.15 -0.07
H -4.242592 1.946359 -1.994305 -0.01 -0.01 0.09
H 4.240306 -1.621852 3.212496 0.08 0.08 0.03
C 0.124161 -0.768358 5.173358 -0.06 0.00 -0.18
C 3.493089 -0.828911 3.143670 -0.09 -0.08 -0.03
C -4.856273 2.495708 -0.003813 -0.04 0.04 0.09
H 1.522404 -2.618391 3.429121 -0.03 -0.04 -0.03
C 2.722952 -1.431070 -4.083307 0.03 0.11 0.03
H 1.715656 -3.458817 1.890738 -0.04 -0.13 0.08
H 1.683060 2.948151 0.980493 -0.07 0.07 0.04
N 1.442557 1.080658 -1.790547 0.03 0.18 -0.20
C 2.597402 -2.752134 -4.417282 -0.06 -0.20 0.01
Re -0.370752 0.295682 -1.127998 -0.11 -0.07 -0.13
H -0.716455 -3.158217 2.497407 0.05 -0.08 -0.04
C 1.313931 -1.770498 -2.124636 0.02 -0.07 0.12
O 0.702778 -1.328803 -1.009214 -0.45 0.38 0.00
H -1.559854 -1.915118 4.449979 -0.08 0.05 0.11
C 2.265843 0.440659 -2.552339 0.08 0.24 0.20
H -0.445693 3.026062 1.746461 0.00 -0.01 0.02
C 2.060294 -0.913937 -2.955680 -0.06 0.05 -0.02
H 1.763479 -4.651755 -3.829967 0.05 0.04 0.02
H 2.957930 2.468474 -1.210375 0.06 -0.02 -0.08
H 3.629719 -0.221787 5.181756 0.06 -0.06 0.03
C -4.483628 -2.085506 -0.788951 0.06 0.00 0.03
H 1.342675 3.163846 -1.489546 -0.02 0.02 -0.02
C -3.125612 2.717345 1.629904 0.23 -0.01 0.02
H 4.008635 0.081929 2.833631 0.02 -0.01 0.05
C 1.860982 -3.602509 -3.577438 0.07 -0.02 -0.07
C 1.888483 2.306904 -1.093558 -0.05 -0.16 -0.04
H -4.294871 -1.596801 0.158423 -0.01 0.00 -0.05
C -2.301128 -1.270350 -1.573181 0.31 0.05 -0.01
O -1.447322 -1.044299 -2.489648 -0.26 0.38 0.08
C -2.182028 2.295852 0.673959 -0.02 -0.04 0.00
H -5.186539 3.059555 2.057455 0.02 0.00 -0.04
H -6.842235 -3.891095 -2.413885 0.04 -0.01 0.01
C -5.667278 -2.754813 -1.028538 -0.05 -0.01 0.00
S 2.405552 -1.180168 1.738309 -0.13 -0.08 0.05
H -1.861125 -0.181307 4.480089 0.01 0.00 0.10
O -2.047926 -0.749735 -0.423928 0.11 -0.30 -0.28
S -0.868112 -0.777494 2.486386 -0.19 -0.09 -0.05
C 1.522393 2.066049 0.364565 -0.10 0.01 -0.07
C -1.109840 -0.939351 4.258511 0.37 0.14 0.06
H -2.971373 -2.633832 -3.784414 -0.05 0.03 0.04
H 3.072617 -3.140247 -5.309143 -0.03 0.01 0.07
C -3.736041 -2.677378 -3.018693 0.01 -0.02 -0.08
H 0.628771 -1.724664 5.290056 -0.03 -0.04 0.06
H 2.095928 1.228438 0.761487 -0.04 0.01 0.06
C -4.925980 -3.352232 -3.233226 -0.06 -0.03 0.00
S 1.405628 0.424753 4.659431 -0.06 -0.03 -0.05
H 3.205927 0.922389 -2.820398 -0.02 0.00 -0.04
H 0.712699 -3.783949 -1.764986 0.02 0.02 -0.08
C -5.901583 -3.384593 -2.243054 0.06 0.01 -0.06
C -3.941964 2.144634 -0.971695 -0.13 -0.11 -0.19
H -2.781584 2.968657 2.628185 -0.02 -0.01 -0.07
C -4.454637 2.778823 1.311872 -0.19 -0.02 -0.17
N 0.102031 1.680333 0.311703 0.26 -0.06 0.00
H -0.210985 -0.455519 6.160007 -0.06 -0.08 0.06
H -5.104979 -3.851491 -4.177793 0.00 0.03 0.06
C -2.598394 1.992231 -0.637118 0.05 0.00 -0.09
C -0.132590 -2.360521 2.035454 0.33 0.24 -0.01
Br -6.990206 -2.802862 0.318727 -0.01 0.00 0.01
H 2.597675 -1.613278 4.951694 0.05 -0.03 0.06
H -5.905215 2.556899 -0.267304 0.04 0.03 0.01
C 2.868844 -0.648771 4.529745 -0.08 0.11 -0.15
C -3.525917 -2.043766 -1.799176 -0.01 0.01 0.02
C 1.262436 -3.130182 -2.432120 -0.16 -0.10 0.10
```
Forces are in eV/Å.

As for the energy relative to the best compared isomer or geometry (same formula, charge and spin): 12.7 kcal per mole. As for the charge: +1. Its multiplicity is 2. As for the total energy: -5380.26454 a.u. Its expectation value of S² is 0.763. The calculation puts the HOMO energy (alpha / beta) at -10.43 / -10.43 eV.

Atomic partial charges in e from the natural (NBO) method, atoms 1 to 2:
1 H 0.224
2 O -0.644